Formula: C20H21N7RhS
Source: the OMol25 dataset
Level of theory: wB97M-V/def2-TZVPD

Element x y z (Å)
Rh -0.0286 -0.0981 -0.1988
C -0.1706 2.9186 -1.7193
C -1.5737 2.4306 -1.5232
C -2.6505 3.2348 -1.8840
C -3.9345 2.7460 -1.7477
C -4.1202 1.4652 -1.2515
C -3.0136 0.7151 -0.8844
N -1.7661 1.2029 -1.0250
C -3.1307 -0.6516 -0.3494
C -4.3448 -1.3029 -0.1685
C -4.3424 -2.6045 0.3022
C -3.1384 -3.2342 0.5657
C -1.9555 -2.5312 0.3713
N -1.9791 -1.2663 -0.0613
C -0.6195 -3.1089 0.5923
C -0.4379 -4.4127 1.0277
C 0.8495 -4.8906 1.2125
C 1.9195 -4.0619 0.9385
C 1.6822 -2.7684 0.4849
C 2.8286 -1.8713 0.1309
N 0.4330 -2.3111 0.3293
H -0.1640 3.8735 -2.2379
H 0.3780 2.1996 -2.3338
H 0.3179 3.0592 -0.7493
H -2.4654 4.2245 -2.2771
H -4.7883 3.3463 -2.0332
H -5.1145 1.0587 -1.1596
H -5.2830 -0.8173 -0.3861
H -5.2757 -3.1293 0.4556
H -3.1380 -4.2540 0.9170
H -1.2874 -5.0492 1.2163
H 1.0074 -5.9040 1.5574
H 2.9380 -4.4035 1.0589
H 3.7703 -2.4100 0.1918
H 2.8771 -1.0286 0.8287
H 2.7096 -1.5187 -0.8973
C 4.7092 2.9716 0.0470
C 3.6045 2.6350 0.9605
N 3.4840 3.0424 2.1972
N 2.3519 2.5145 2.6632
C 1.7224 1.7669 1.7595
S 0.2591 0.9144 1.9231
N 2.5146 1.8341 0.6585
N 2.2020 1.1740 -0.5296
H 5.4073 3.6192 0.5729
H 4.3495 3.4980 -0.8402
H 5.2452 2.0777 -0.2807
H 2.0719 2.7127 3.6208
H 2.1303 1.8571 -1.2812
H 2.9593 0.5355 -0.7648

Forces on atoms 1 to 2 (eV/Å):
-0.620 -0.425 -0.113
-0.075 -0.103 0.082

As for the LUMO energy (spin up / spin down): -9.2 / -13.2 eV. As for the frontier orbital gap (spin up / spin down): 8.25 / 4.23 eV. The net charge is +3. The largest force on an atom is 0.0148 Eh/bohr. Its multiplicity is 5. Its expectation value of S² is 6.024.